Here is C43H82N2NbO6 as an isolated structure at a distorted geometry from the Open Molecules 2025 dataset. Energies are from the ωB97M-V functional and the def2-TZVPD basis.

```
! RIJCOSX wB97M-V def2-TZVPD def2/J DEFGRID3
* xyz -1 3
C -1.37400 -2.79562 1.22955
C -0.54422 -1.66858 1.95820
C -1.49104 -0.55628 2.59716
O -2.67353 -0.31184 1.86083
Nb -2.98689 1.67353 1.36159
C -0.86967 1.95776 0.57216
C 0.14919 2.68029 1.54269
C 0.06766 4.27850 1.47249
C 0.61887 4.85995 2.84180
C 1.78463 5.92898 2.68788
C 1.18889 7.38797 2.95236
C 1.44252 7.85065 4.43969
C 0.36265 7.35810 5.47110
O -0.72732 8.30599 5.62516
C -1.20080 8.10997 6.97970
C -3.60669 3.79372 0.82770
C -3.02348 4.36506 -0.52153
C -3.46595 5.89717 -0.57459
O -2.82919 6.63146 -1.66158
C -3.24607 7.95909 -1.48311
C -4.59557 8.46788 -2.13406
O -2.61357 8.73436 -0.81354
C -2.50664 2.45540 3.45965
C -3.86984 2.98395 4.12492
C -4.50546 1.98681 5.13937
C -5.95150 1.72398 4.97559
C -6.66372 0.84164 5.89418
C -5.90818 0.23489 6.98844
C -4.46893 0.47194 7.14745
C -3.75618 1.36110 6.22235
H -1.28258 -2.61816 0.12722
H -2.43628 -2.80999 1.58520
H -0.93780 -3.79223 1.53823
H 0.16450 -1.12368 1.27668
H 0.07996 -2.05846 2.81602
H -0.84179 0.33041 2.81638
H -1.81132 -0.98239 3.60196
H -4.72286 1.43852 1.95635
H -3.51174 1.10073 -0.30033
H -0.82914 2.46128 -0.43865
H -0.45734 0.91420 0.39107
H 0.14406 2.31233 2.60116
H 1.18998 2.44302 1.15049
H 0.71360 4.57445 0.59627
H -0.98253 4.63999 1.32951
H -0.25918 5.35705 3.34811
H 0.97933 4.07028 3.55327
H 2.51618 5.73591 3.52504
H 2.35918 5.84690 1.73143
H 1.68337 8.08444 2.21654
H 0.10174 7.36682 2.67229
H 2.43562 7.47030 4.80570
H 1.40171 8.97659 4.44840
H -0.09297 6.36483 5.21997
H 0.88533 7.23538 6.46740
H -0.53410 8.65282 7.70724
H -1.24184 7.00087 7.18054
H -2.25408 8.48170 7.03233
H -3.36502 4.51015 1.66849
H -4.73273 3.81334 0.72602
H -3.52590 3.89094 -1.40623
H -1.90922 4.38397 -0.58710
H -4.59215 6.00896 -0.54714
H -3.10444 6.35869 0.39255
H -5.35711 7.63898 -2.05196
H -5.00671 9.29899 -1.49776
H -4.40388 8.77782 -3.18907
H -1.98659 1.72672 4.13336
H -1.85195 3.37826 3.38445
H -4.64394 3.29211 3.38270
H -3.57933 3.89931 4.72987
H -6.50575 2.22007 4.13911
H -7.76134 0.69918 5.74077
H -6.41983 -0.42063 7.72963
H -3.89439 0.01733 7.98805
H -2.67109 1.58567 6.32479
C 1.03457 -2.35949 -5.29885
C 0.37912 -1.43291 -4.24606
C 0.86089 0.00679 -4.48053
C 2.32339 0.20521 -4.09308
C 2.58320 -0.25520 -2.66203
C 2.04727 -1.66158 -2.33740
N 0.67181 -1.90575 -2.86147
O -0.18429 -1.30238 -2.04348
C 2.99942 -2.74376 -2.89297
C 2.13966 -1.85245 -0.81009
C -1.12374 -1.53403 -4.57185
H 0.55998 -2.23228 -6.27501
H 2.08950 -2.15129 -5.46926
H 0.92857 -3.41129 -5.02316
H 0.24443 0.70860 -3.90753
H 0.72836 0.27963 -5.53212
H 2.98440 -0.32674 -4.78495
H 2.58302 1.26369 -4.18596
H 3.65854 -0.21183 -2.46268
H 2.12060 0.47533 -1.98872
H 2.57825 -3.74467 -2.76361
H 3.95770 -2.72862 -2.36714
H 3.24792 -2.61296 -3.94432
H 1.62534 -1.06230 -0.26159
H 3.18126 -1.82924 -0.48126
H 1.71694 -2.81272 -0.50388
H -1.47542 -2.56329 -4.47479
H -1.31312 -1.21306 -5.59991
H -1.74165 -0.89701 -3.93709
C 5.80369 -8.44367 -4.07333
C 4.79196 -7.58264 -3.27937
C 4.53140 -8.24732 -1.91933
C 3.70870 -9.52698 -2.04059
C 2.41417 -9.28079 -2.81007
C 2.59789 -8.54031 -4.14730
N 3.53382 -7.38168 -4.05732
O 2.87289 -6.37524 -3.49819
C 3.09927 -9.51312 -5.23769
C 1.19769 -8.12941 -4.64994
C 5.54560 -6.25459 -3.06967
H 6.81483 -8.31255 -3.68107
H 5.61334 -9.51357 -4.00915
H 5.82722 -8.15787 -5.12730
H 4.00768 -7.55175 -1.25394
H 5.48107 -8.47683 -1.42677
H 4.28943 -10.31798 -2.52526
H 3.47038 -9.90110 -1.04104
H 1.91300 -10.23828 -2.98130
H 1.74739 -8.70172 -2.16167
H 3.33591 -8.97991 -6.16267
H 2.33356 -10.25375 -5.48013
H 3.97371 -10.08985 -4.94378
H 0.64606 -7.54455 -3.91191
H 0.59007 -9.01189 -4.86120
H 1.26312 -7.54436 -5.57049
H 5.79945 -5.79467 -4.02695
H 6.47812 -6.42757 -2.52602
H 4.98045 -5.53185 -2.47885
*
```

Computed properties:
<S²>   2.01
Lowest unoccupied orbital energy (alpha / beta)   1.8 / 1.1 eV
Gap between HOMO and LUMO (alpha / beta)   6.29 / 5.62 eV
Highest occupied orbital energy (alpha / beta)   -0.165 / -0.165 Ha

Here is a 13-piece molecular cluster, C43H95Cl4O28P3 overall at a distorted geometry from the Open Molecules 2025 dataset. Energies are from the ωB97M-V functional and the def2-TZVPD basis.

```
! RIJCOSX wB97M-V def2-TZVPD def2/J DEFGRID3
* xyz 0 1
C 4.32625 -3.45730 -3.88253
Cl 2.68024 -3.19807 -3.29816
Cl 5.24234 -1.93832 -3.92114
H 4.73786 -4.20800 -3.21355
H 4.29804 -3.89838 -4.87513
C 7.78786 -9.83192 -3.47488
Cl 7.55989 -11.00167 -2.16576
Cl 8.96126 -10.43424 -4.65850
H 6.85368 -9.60972 -3.98969
H 8.09066 -8.83523 -3.15887
C 2.43469 -1.51145 -6.69186
O 3.56074 -2.37100 -7.01201
P 4.66335 -1.91735 -8.07351
O 5.05529 -0.50097 -7.98802
O 4.17047 -2.48324 -9.46516
C 4.98197 -2.27296 -10.62606
O 5.87563 -2.94965 -7.80168
C 6.89909 -2.71726 -6.81901
H 1.53244 -1.92874 -7.13185
H 2.60629 -0.49534 -7.04723
H 2.47521 -1.52430 -5.60626
H 5.59574 -1.37651 -10.55310
H 4.30731 -2.14227 -11.46994
H 5.62645 -3.12303 -10.84537
H 7.83499 -2.89215 -7.34985
H 6.87321 -3.41375 -5.98309
H 6.88625 -1.69173 -6.45934
C 5.26925 -7.34803 -2.67239
O 4.75580 -8.17684 -1.64387
P 4.72035 -7.60333 -0.15714
O 4.00801 -8.40204 0.85050
O 6.30182 -7.43919 0.14184
C 6.63084 -7.02590 1.46870
O 4.21096 -6.10808 -0.23319
C 2.86718 -5.72844 -0.49948
H 6.06710 -7.74462 -3.30473
H 5.64806 -6.38042 -2.33500
H 4.44395 -7.15484 -3.36406
H 6.61319 -5.94171 1.58381
H 7.63038 -7.36285 1.73474
H 5.94075 -7.45532 2.19483
H 2.41760 -6.55017 -1.06042
H 2.71476 -4.81306 -1.07430
H 2.38047 -5.48292 0.44701
C 6.77213 -9.06211 -7.62730
O 6.40172 -8.44853 -6.37925
P 5.98042 -6.90382 -6.28283
O 5.31385 -6.45641 -5.05817
O 7.40890 -6.23247 -6.57537
C 8.61572 -6.56086 -5.89200
O 5.30053 -6.72660 -7.70257
C 4.53346 -5.61323 -8.10754
H 7.74562 -9.47800 -7.37089
H 6.94396 -8.34078 -8.42851
H 6.00037 -9.73658 -7.98953
H 8.40200 -7.01406 -4.92276
H 9.24588 -5.68568 -5.74742
H 9.16980 -7.23355 -6.54575
H 4.45105 -4.76132 -7.43885
H 3.55529 -6.09580 -8.20865
H 4.74023 -5.18488 -9.08568
O 9.23250 -1.47984 -4.41555
C 10.41594 -1.55285 -4.64489
O 11.06522 -2.70543 -4.74521
C 10.59929 -3.89544 -4.09799
C 10.68709 -3.78136 -2.59633
C 11.21857 -0.39345 -5.23639
H 11.16996 -4.73855 -4.49460
H 9.63175 -4.23577 -4.48188
H 11.69404 -3.49563 -2.29239
H 10.51095 -4.76797 -2.16118
H 9.95518 -3.09230 -2.18040
H 11.03338 0.47303 -4.61593
H 10.86393 -0.43267 -6.26637
H 12.24724 -0.74563 -5.28486
O 5.76372 -14.61861 -6.47027
C 6.11103 -13.47662 -6.21636
O 5.27000 -12.51933 -5.85357
C 4.06559 -12.88486 -5.13915
C 4.27134 -12.84233 -3.64817
C 7.47299 -13.00514 -6.63902
H 3.69455 -13.83078 -5.52582
H 3.35538 -12.12937 -5.47635
H 4.85090 -12.01709 -3.22219
H 4.80649 -13.71905 -3.27499
H 3.36215 -12.74093 -3.05109
H 7.37961 -12.85315 -7.71209
H 8.19472 -13.73439 -6.28258
H 7.70395 -12.05842 -6.14915
O 9.42974 -4.18703 -9.05450
C 9.39278 -4.47529 -10.21692
O 8.48531 -5.25982 -10.82900
C 7.35654 -5.68382 -10.06350
C 6.39435 -6.63713 -10.81306
C 10.26117 -3.79100 -11.26018
H 6.73116 -4.80448 -9.87601
H 7.74316 -6.01756 -9.10071
H 6.11244 -6.33161 -11.81695
H 5.60662 -6.99345 -10.15852
H 7.05102 -7.50514 -10.96744
H 10.18459 -4.39355 -12.16378
H 11.30938 -3.66896 -10.99965
H 9.84541 -2.78933 -11.36643
O 11.70531 -6.48519 -6.68904
C 12.90479 -6.39512 -6.61364
O 13.67765 -7.00191 -5.71408
C 12.97729 -7.80739 -4.78057
C 12.25776 -7.05591 -3.63358
C 13.59448 -5.35345 -7.44286
H 13.57329 -8.61390 -4.35928
H 12.15909 -8.31849 -5.29436
H 11.29295 -6.77025 -4.04959
H 12.77228 -6.14286 -3.32712
H 12.23701 -7.71190 -2.76731
H 13.05526 -4.40185 -7.35359
H 13.40612 -5.45218 -8.51380
H 14.61841 -5.11957 -7.16485
O 6.82742 -10.72380 -12.87775
C 6.67468 -11.23398 -11.80410
O 5.62426 -10.98616 -11.00309
C 4.65298 -10.04038 -11.44162
C 3.55747 -9.98547 -10.40053
C 7.58414 -12.24789 -11.18450
H 4.20851 -10.40503 -12.37417
H 5.11484 -9.08964 -11.71153
H 2.79691 -9.24202 -10.62015
H 4.04963 -9.71565 -9.45968
H 3.15503 -10.98555 -10.24999
H 7.61094 -13.21292 -11.69061
H 7.18142 -12.40384 -10.18395
H 8.63246 -11.95545 -11.16069
O 13.50805 -6.58655 -10.61409
C 13.22552 -7.66067 -11.09508
O 12.06666 -8.29305 -10.86757
C 11.13999 -7.63654 -9.98393
C 9.76157 -8.22114 -10.24738
C 14.21008 -8.48575 -11.87957
H 11.06504 -6.56351 -10.13769
H 11.44682 -7.93946 -8.98184
H 9.76095 -9.31060 -10.19473
H 9.48211 -7.93762 -11.26376
H 9.05897 -7.83876 -9.50643
H 14.55999 -7.86581 -12.70573
H 13.71223 -9.34897 -12.31514
H 15.05442 -8.71566 -11.23605
O 1.24973 -7.20074 -13.83526
C 0.45630 -6.51176 -13.25063
O 0.78483 -5.45369 -12.48084
C 2.14929 -5.10269 -12.35994
C 2.80715 -6.01066 -11.30030
C -1.00528 -6.76764 -13.21663
H 2.31666 -4.10700 -11.94980
H 2.65270 -5.14910 -13.32606
H 2.21723 -5.80144 -10.40898
H 3.85687 -5.74353 -11.19640
H 2.77116 -7.06175 -11.58442
H -1.18620 -7.84181 -13.22408
H -1.54527 -6.39078 -14.08619
H -1.47873 -6.33618 -12.33665
O 1.12567 -7.60352 -2.96534
C 1.15649 -8.01505 -4.09253
O 0.13547 -8.33302 -4.89182
C -1.20847 -8.21422 -4.42940
C -1.62946 -6.82712 -3.96499
C 2.48179 -8.13697 -4.83128
H -1.43435 -8.97069 -3.67227
H -1.81528 -8.59454 -5.25186
H -2.70609 -6.66848 -3.94630
H -1.30191 -6.06928 -4.68664
H -1.12716 -6.52671 -3.04812
H 3.28714 -8.48213 -4.19668
H 2.59525 -7.15277 -5.28399
H 2.28698 -8.86089 -5.62551
*
```

Computed properties:
Lowest unoccupied orbital energy   0.3 eV
Gap between HOMO and LUMO   10.40 eV
Highest occupied orbital energy   -0.373 Ha

| no. | energy (hartree) |
| --- | --- |
| 1 | -2305.1233 |
| 2 | -6667.2474 |